## a
# C5H4N

The ion C5H4N with charge +1 (ωB97M-V with the def2-TZVPD basis set, OMol25).

Highest occupied orbital energy (spin up / spin down): -14.041 / -16.251 eV
2S+1: 3
Net charge: +1
⟨S²⟩: 2.012

Structure (XYZ):
```
10
C5H4N ωB97M-V with the def2-TZVPD basis set
N -0.70 1.17 0.00
C 0.63 -1.08 0.00
C 0.60 1.12 0.00
C 1.53 -0.12 0.00
C -0.70 -1.19 0.00
C -1.38 0.06 0.00
H -2.46 0.08 -0.02
H -1.28 -2.10 0.01
H 1.17 2.04 0.01
H 2.59 0.00 -0.01
```

These are the Löwdin partial charges, in e, on atoms 1 to 5:
1. N 0.13
2. C 0.08
3. C 0.02
4. C 0.12
5. C 0.07


## b
# C5H4N

The ion C5H4N with charge +1 (ωB97M-V with the def2-TZVPD basis set, OMol25).

Highest occupied orbital energy (spin up / spin down): -12.609 / -16.179 eV
2S+1: 3
Net charge: +1
⟨S²⟩: 2.028

Structure (XYZ):
```
10
C5H4N ωB97M-V with the def2-TZVPD basis set
N 2.81 0.66 -0.02
C -2.54 -0.02 -0.07
C 1.63 0.10 -0.43
C -0.06 0.25 0.30
C 2.74 -0.65 -0.08
C -1.33 0.40 -0.06
H -0.38 1.26 0.80
H 3.43 -1.45 0.06
H -2.83 -1.10 -0.40
H -3.47 0.54 -0.11
```

These are the Löwdin partial charges, in e, on atoms 1 to 5:
1. N 0.21
2. C 0.12
3. C -0.07
4. C 0.15
5. C 0.05


The structure with the least stability is b.


## a
# C4H10NO3

A cluster of 2 separate species, C4H10NO3 in total (ωB97M-V with the def2-TZVPD basis set, OMol25).

Highest occupied orbital energy: -3.351 eV
Net charge: -1

Structure (XYZ):
```
18
C4H10NO3 ωB97M-V with the def2-TZVPD basis set
O 1.56 1.00 2.63
O -0.06 -0.87 2.50
O -0.40 2.22 -1.75
N 0.95 0.58 -2.47
C -0.86 -1.14 1.40
C -0.18 -0.69 0.09
C -0.95 -0.04 -1.07
C -0.13 1.05 -1.74
H 1.70 1.25 -2.60
H 0.40 0.14 0.49
H 1.14 1.30 1.82
H 0.84 0.20 2.78
H -1.87 0.44 -0.74
H 0.51 -1.47 -0.23
H 1.29 -0.30 -2.21
H -1.09 -0.72 -1.92
H -1.00 -2.23 1.42
H -1.86 -0.73 1.61
```

These are the Löwdin partial charges, in e, on atoms 1 to 5:
1. O -0.23
2. O -0.34
3. O 0.05
4. N 0.15
5. C -0.43


## b
# C4H10NO3

A cluster of 2 separate species, C4H10NO3 in total (ωB97M-V with the def2-TZVPD basis set, OMol25).

Highest occupied orbital energy: -3.684 eV
Net charge: -1

Structure (XYZ):
```
18
C4H10NO3 ωB97M-V with the def2-TZVPD basis set
O 3.21 -0.19 -1.68
O -1.82 -0.13 0.08
O -3.44 0.47 1.90
N 1.35 0.13 -0.43
C 2.59 -0.32 -0.63
C 0.70 0.79 -1.54
C 0.54 -0.14 0.75
C -0.83 -0.96 0.43
H -0.33 0.97 -1.25
H 1.22 1.68 -1.89
H 1.13 -0.70 1.47
H -2.82 0.06 1.18
H -3.82 1.27 1.53
H 0.11 0.80 1.10
H -0.52 -1.72 -0.30
H -0.93 -1.32 1.48
H 3.03 -0.86 0.22
H 0.64 0.15 -2.43
```

These are the Löwdin partial charges, in e, on atoms 1 to 5:
1. O -0.04
2. O -0.32
3. O -0.19
4. N -0.15
5. C -0.38


## c
# C4H10NO3

A cluster of 2 separate species, C4H10NO3 in total (ωB97M-V with the def2-TZVPD basis set, OMol25).

Highest occupied orbital energy: -4.680 eV
Net charge: -1

Structure (XYZ):
```
18
C4H10NO3 ωB97M-V with the def2-TZVPD basis set
O 1.69 -0.18 -0.18
O 0.18 -1.80 0.17
O -1.91 -0.46 1.41
N -1.59 1.14 -0.30
C -0.96 2.41 -0.62
C 1.32 -1.37 -0.15
C 2.33 -2.46 -0.56
C -1.49 0.82 1.13
H 0.05 2.50 -0.18
H -1.10 0.42 -0.81
H 1.80 -3.29 -1.01
H -1.60 3.26 -0.36
H -2.18 1.52 1.62
H -1.24 -1.10 1.06
H 2.90 -2.82 0.30
H -0.78 2.42 -1.69
H -0.45 1.00 1.43
H 3.04 -2.01 -1.26
```

These are the Löwdin partial charges, in e, on atoms 1 to 5:
1. O -0.07
2. O -0.10
3. O -0.08
4. N -0.11
5. C -0.17


The structure with the least stability is a.


## a
# C3H8OSi

The molecule C3H8OSi (ωB97M-V with the def2-TZVPD basis set, OMol25).

SMILES string: C[SiH2]CC=O
Highest occupied orbital energy: -9.608 eV
Net charge: 0

Structure (XYZ):
```
13
C3H8OSi ωB97M-V with the def2-TZVPD basis set
Si -0.62 -0.23 0.92
O 3.49 -0.17 -1.01
C 0.97 -0.43 -0.36
C 2.45 0.08 -0.38
C -2.05 0.46 -0.14
H 0.65 -0.01 -1.33
H -0.93 -1.68 1.29
H -2.63 -0.22 -0.80
H -2.89 0.76 0.59
H -0.53 0.66 2.05
H -1.65 1.32 -0.64
H 1.21 -1.42 -0.58
H 2.52 0.88 0.40
```

These are the Löwdin partial charges, in e, on atoms 1 to 5:
1. Si 0.68
2. O 0.01
3. C -0.25
4. C -0.30
5. C -0.29


## b
# C3H8OSi

The molecule C3H8OSi (ωB97M-V with the def2-TZVPD basis set, OMol25).

SMILES string: C[SiH](C)C=O
Highest occupied orbital energy: -8.747 eV
Net charge: 0

Structure (XYZ):
```
13
C3H8OSi ωB97M-V with the def2-TZVPD basis set
Si 0.32 -0.12 0.65
O 2.98 -0.51 -0.40
C -0.55 1.54 0.43
C -0.02 -1.39 -0.85
C 2.20 0.31 0.03
H 0.40 -0.82 1.92
H -0.31 -1.11 -1.90
H -0.53 2.11 1.30
H 0.96 -1.89 -0.96
H 0.09 2.20 -0.20
H -0.71 -2.23 -0.40
H 2.36 1.34 0.11
H -1.65 1.62 0.05
```

These are the Löwdin partial charges, in e, on atoms 1 to 5:
1. Si 0.69
2. O -0.02
3. C -0.25
4. C -0.24
5. C -0.33


## c
# C3H8OSi

The molecule C3H8OSi (ωB97M-V with the def2-TZVPD basis set, OMol25).

SMILES string: C=C(C)O[SiH3]
Highest occupied orbital energy: -9.255 eV
Net charge: 0

Structure (XYZ):
```
13
C3H8OSi ωB97M-V with the def2-TZVPD basis set
Si 2.23 -0.10 -0.02
O 0.71 -0.64 0.17
C -0.68 -0.36 0.01
C -1.67 -1.25 -0.04
C -1.06 1.19 0.06
H -0.98 1.53 1.11
H -0.43 1.70 -0.65
H -1.47 -2.28 0.07
H 2.80 0.48 1.20
H 2.38 0.90 -1.02
H 2.94 -1.29 -0.34
H -2.70 -0.99 -0.30
H -2.08 1.13 -0.24
```

These are the Löwdin partial charges, in e, on atoms 1 to 5:
1. Si 0.56
2. O -0.30
3. C -0.36
4. C 0.04
5. C -0.02


The structure with the least stability is a.


## a
# C10H16O

A cluster of 2 separate species, C10H16O in total (ωB97M-V with the def2-TZVPD basis set, OMol25).

Highest occupied orbital energy (spin up / spin down): 0.602 / -3.391 eV
2S+1: 2
Net charge: -1
⟨S²⟩: 0.762

Structure (XYZ):
```
27
C10H16O ωB97M-V with the def2-TZVPD basis set
O -1.75 3.11 -1.54
C 2.58 -0.16 1.94
C -1.86 0.92 -0.54
C -0.18 -2.36 -1.65
C 0.15 0.01 2.90
C -0.39 1.39 -2.42
C 0.06 0.02 -2.40
C 1.08 0.02 1.68
C -0.52 -0.89 -1.53
C -1.35 1.78 -1.49
C -1.50 -0.49 -0.60
H 0.67 -0.66 0.94
H 0.98 1.00 1.23
H 2.76 -0.77 2.83
H -0.03 2.15 -3.10
H 0.64 -2.51 -2.36
H -2.46 3.20 -0.88
H 3.11 0.78 2.03
H -0.84 -0.35 2.62
H -2.72 1.23 0.05
H 0.54 -0.54 3.76
H -1.04 -2.93 -1.99
H -0.01 1.02 3.29
H 3.06 -0.69 1.12
H 0.25 -2.74 -0.72
H -2.05 -1.26 -0.07
H 0.82 -0.28 -3.10
```

These are the Löwdin partial charges, in e, on atoms 1 to 5:
1. O -0.02
2. C -0.13
3. C -0.12
4. C -0.10
5. C -0.12


## b
# C10H16O

A cluster of 2 separate species, C10H16O in total (ωB97M-V with the def2-TZVPD basis set, OMol25).

Highest occupied orbital energy (spin up / spin down): 0.914 / -3.526 eV
2S+1: 2
Net charge: -1
⟨S²⟩: 0.760

Structure (XYZ):
```
27
C10H16O ωB97M-V with the def2-TZVPD basis set
O -2.49 0.20 3.67
C -2.81 1.60 1.82
C 3.26 -2.34 -0.75
C -2.04 0.61 2.42
C -2.41 2.18 0.56
C 1.79 -1.95 -0.70
C 1.26 -1.36 -2.00
C -0.53 0.70 0.55
C -0.84 0.17 1.85
C -1.26 1.73 -0.06
C -0.72 2.33 -1.33
H 1.74 -0.41 -2.28
H -0.19 -0.58 2.28
H 1.71 -1.30 0.17
H -3.72 1.90 2.32
H 0.19 -1.22 -2.06
H 3.53 -3.36 -1.05
H 1.62 -2.02 -2.80
H -0.45 1.45 -1.93
H -2.37 -0.75 3.77
H 3.63 -2.28 0.28
H -3.07 2.91 0.12
H -1.42 2.91 -1.93
H 0.40 0.39 0.10
H 0.18 2.95 -1.23
H 3.91 -1.72 -1.37
H 1.11 -2.76 -0.42
```

These are the Löwdin partial charges, in e, on atoms 1 to 5:
1. O -0.04
2. C -0.11
3. C -0.14
4. C -0.41
5. C -0.13


## c
# C10H16O

A cluster of 2 separate species, C10H16O in total (ωB97M-V with the def2-TZVPD basis set, OMol25).

Highest occupied orbital energy (spin up / spin down): 0.779 / -3.275 eV
2S+1: 2
Net charge: -1
⟨S²⟩: 0.759

Structure (XYZ):
```
27
C10H16O ωB97M-V with the def2-TZVPD basis set
O 3.17 -0.60 0.19
C 0.81 -1.41 0.39
C -1.34 0.28 -1.97
C 1.64 0.83 0.93
C 1.81 -0.40 0.36
C -1.81 0.04 2.72
C -2.65 0.40 -2.67
C -0.20 0.71 -2.97
C 0.36 1.07 1.60
C -0.67 0.08 1.64
C -0.35 -1.14 1.08
H 0.19 -0.15 -3.63
H -3.08 -0.63 -3.05
H -1.06 -1.94 1.04
H -1.27 1.08 -1.13
H -0.56 1.50 -3.60
H 3.32 -1.66 -0.11
H -1.39 0.11 3.68
H 2.47 1.63 1.11
H -1.13 -0.71 -1.71
H 0.35 2.05 2.09
H -2.56 0.98 -3.58
H -3.37 1.01 -2.18
H -2.36 0.98 2.62
H 0.63 1.06 -2.34
H -2.19 -0.91 2.59
H 1.07 -2.39 0.01
```

These are the Löwdin partial charges, in e, on atoms 1 to 5:
1. O -0.10
2. C -0.14
3. C -0.31
4. C -0.12
5. C -0.42


## d
# C10H16O

A cluster of 2 separate species, C10H16O in total (ωB97M-V with the def2-TZVPD basis set, OMol25).

Highest occupied orbital energy (spin up / spin down): 0.757 / -3.256 eV
2S+1: 2
Net charge: -1
⟨S²⟩: 0.759

Structure (XYZ):
```
27
C10H16O ωB97M-V with the def2-TZVPD basis set
O -1.08 0.66 2.81
C -1.82 -0.21 -3.45
C 2.43 0.46 2.75
C 2.54 -0.21 1.19
C -1.29 -1.00 0.93
C -0.52 -0.45 -2.63
C -0.99 -1.26 -0.39
C -0.40 1.14 -0.78
C -0.59 1.29 0.58
C -0.97 0.27 1.45
C -0.66 -0.24 -1.19
H 3.07 -1.15 1.25
H 3.07 0.64 0.84
H -0.90 -2.24 -0.88
H 2.19 -0.34 3.52
H -0.32 1.96 -1.50
H 3.40 0.83 3.01
H 0.44 -0.08 -3.01
H -0.41 -1.44 -2.69
H -1.69 -0.41 -4.54
H -0.49 2.29 0.95
H -1.82 -1.74 1.45
H -2.75 -0.44 -2.84
H -1.53 -0.07 3.32
H 1.71 1.26 2.66
H -2.13 0.89 -3.62
H 1.52 -0.39 0.83
```

These are the Löwdin partial charges, in e, on atoms 1 to 5:
1. O -0.06
2. C -0.11
3. C -0.13
4. C -0.10
5. C -0.14


The structure with the least stability is c.